Computed, not measured: a cluster of 2 separate species, C6H11N in total, with the ωB97M-V functional and the def2-TZVPD basis.

F_max in Eh/bohr: 0.0687
HOMO-LUMO gap in eV: 8.4874
HOMO in eV: -7.5620

Each line ends with the Löwdin charge.
Positions of all 18 atoms, in Å:
C  0.4367  1.2274  0.4534  -0.01
C  -1.4855  0.3556  0.6589  -0.14
C  2.5554  0.1044  -0.5002  -0.05
C  -2.1739  -0.0500  -0.6245  -0.16
C  1.1752  0.0651  0.0982  -0.37
N  0.2163  -2.2316  -0.0271  0.14
C  0.4876  -1.0793  0.3183  -0.19
H  -0.2377  -2.8290  0.6636  0.07
H  0.2801  1.4328  1.5008  0.07
H  0.5533  2.1052  -0.1864  0.09
H  -1.5940  -0.3506  1.4799  0.07
H  -1.8520  1.3157  1.0149  0.06
H  3.3236  0.2036  0.2720  0.07
H  2.7621  -0.7949  -1.0814  0.08
H  2.6437  0.9740  -1.1568  0.08
H  -1.9658  -1.0826  -0.8977  0.05
H  -3.2605  0.0543  -0.5249  0.07
H  -1.8647  0.5799  -1.4610  0.07

Atoms 1-2, force components in eV/Å:
C -3.4 -0.9 0.7
C 1.1 2.2 -0.5

---

Computed, not measured: the molecule C3H11N2, with the ωB97M-V functional and the def2-TZVPD basis.

F_max in Eh/bohr: 0.0645
HOMO-LUMO gap (spin up / spin down) in eV: 4.2924 / 10.4690
Multiplicity: 2
HOMO (spin up / spin down) in eV: -3.3598 / -9.8027
Expectation value of S²: 0.75

Each line ends with the Löwdin charge.
Positions of all 16 atoms, in Å:
C  -0.9092  0.7001  -0.6815  -0.30
C  -0.4964  0.3566  0.7797  -0.19
C  0.8946  -0.3963  1.1074  -0.29
N  1.9749  -0.0374  0.1591  -0.06
N  -1.0479  -0.5885  -1.3787  0.04
H  -0.3937  1.3968  -1.2374  0.07
H  -1.8584  1.2737  -0.5295  0.10
H  -1.3229  -0.2660  1.1430  0.08
H  -0.5571  1.2405  1.3815  0.09
H  1.1863  -0.0866  2.1326  0.10
H  0.8259  -1.4830  1.0710  0.08
H  2.1122  0.9743  0.1431  0.06
H  2.9368  -0.4394  0.4525  0.10
H  -1.6576  -0.5791  -2.2316  0.04
H  -0.1295  -0.8796  -1.5951  0.06
H  -1.5580  -1.1861  -0.7161  0.03

Atoms 1-2, force components in eV/Å:
C -1.8 -0.1 2.8
C 1.3 -1.0 -0.4

---

Computed, not measured: a cluster of 6 separate species, C26H40Cl15N4O4S in total, with the ωB97M-V functional and the def2-TZVPD basis.

F_max in Eh/bohr: 0.0199
HOMO-LUMO gap in eV: 9.6751
HOMO in eV: -12.1557
Net charge: +1

Each line ends with the Löwdin charge.
Positions of all 90 atoms, in Å:
C  5.0875  0.2452  2.5757  0.05
C  4.6119  -0.7668  1.8661  -0.07
C  3.9732  -0.5061  0.5547  -0.54
O  4.0638  0.5365  -0.0471  0.11
O  3.2780  -1.5591  0.1179  0.00
C  2.6566  -1.4050  -1.1590  -0.21
C  1.8686  -2.6599  -1.4694  -0.16
C  0.6206  -2.7390  -0.5957  -0.19
C  -0.5414  -1.9402  -1.1687  -0.19
C  -1.6449  -1.6383  -0.1392  -0.17
C  -2.0763  -0.1576  -0.1314  -0.10
C  -1.3065  0.7779  0.8237  -0.28
C  0.1017  0.2331  1.0264  -0.08
C  1.1858  1.0344  1.7408  -0.18
O  2.0958  0.0327  2.1951  -0.06
N  -2.0722  0.8996  2.1482  0.02
C  -1.9027  -0.1924  3.1347  -0.16
N  -2.9182  -0.0953  4.1769  0.05
C  -1.8611  2.2911  2.7228  -0.20
C  -3.0959  2.9218  3.3845  -0.08
C  -2.9656  3.0328  4.8912  -0.25
O  -3.4035  3.9720  5.4930  0.09
C  -1.2413  3.0998  1.5740  -0.06
C  -1.4279  2.2551  0.3360  -0.34
C  -0.5377  2.5283  -0.8841  -0.07
C  0.6018  3.5000  -0.7077  -0.24
N  1.6365  3.3461  -1.4139  0.13
N  -2.8735  2.3840  -0.0630  0.10
C  -3.3924  3.4603  -0.2691  -0.77
S  -4.0564  4.8357  -0.4987  0.80
H  4.9843  1.2657  2.2300  0.09
H  5.6227  0.0829  3.5007  0.08
H  4.6640  -1.7770  2.2471  0.12
H  3.3900  -1.2088  -1.9349  0.04
H  1.9869  -0.5392  -1.1548  0.11
H  2.5061  -3.5263  -1.2937  0.12
H  1.6132  -2.6310  -2.5294  0.11
H  0.3140  -3.7789  -0.4668  0.12
H  0.8718  -2.3652  0.4001  0.10
H  -0.1443  -0.9755  -1.5048  0.09
H  -0.9574  -2.4149  -2.0558  0.13
H  -2.5352  -2.2047  -0.4136  0.12
H  -1.3559  -2.0105  0.8433  0.09
H  -1.9097  0.2177  -1.1387  0.13
H  -3.1404  -0.1199  0.0901  0.12
H  0.4843  0.0166  0.0303  0.10
H  0.0659  -0.7245  1.5409  0.11
H  0.8171  1.5826  2.6108  0.11
H  1.7021  1.7033  1.0519  0.12
H  2.9472  0.4349  2.3937  0.04
H  -3.0667  0.8818  1.9003  0.16
H  -1.9290  -1.1524  2.6210  0.13
H  -0.9207  -0.0861  3.5943  0.14
H  -3.7951  0.2458  3.7899  0.05
H  -3.1635  -1.0361  4.4753  0.01
H  -1.1149  2.1714  3.5087  0.14
H  -3.9837  2.3172  3.1782  0.13
H  -3.2801  3.9218  3.0007  0.13
H  -2.4572  2.2033  5.4122  0.12
H  -0.1870  3.2204  1.8121  0.11
H  -1.6315  4.1116  1.4926  0.13
H  -1.1403  2.9258  -1.7011  0.14
H  -0.0833  1.6147  -1.2638  0.11
H  0.4861  4.3340  -0.0108  0.12
H  2.3179  4.0838  -1.2427  0.07
C  -6.2116  -1.9672  5.8274  -1.53
Cl  -4.9863  -2.7692  4.8223  0.54
Cl  -5.7797  -0.2762  6.0905  0.54
Cl  -7.7984  -2.1130  5.0975  0.56
H  -6.2244  -2.4659  6.7873  0.02
C  -6.6988  8.4188  0.4438  -1.55
Cl  -5.3867  7.6763  -0.4924  0.46
Cl  -6.4752  10.1582  0.5506  0.55
Cl  -8.2605  8.0131  -0.2550  0.54
H  -6.6593  8.0101  1.4443  0.01
C  5.7234  -2.1648  -3.9515  -1.50
Cl  4.0612  -1.7967  -4.4402  0.55
Cl  5.8306  -2.3947  -2.2031  0.58
Cl  6.3190  -3.5776  -4.8099  0.52
H  6.3394  -1.3155  -4.2149  0.02
C  5.7660  -7.3834  -6.3695  -1.53
Cl  5.4813  -8.0247  -7.9869  0.55
Cl  7.1423  -6.2788  -6.3703  0.51
Cl  4.3251  -6.5745  -5.7557  0.53
H  5.9956  -8.2109  -5.7119  0.01
C  3.1528  -4.7839  -8.7327  -1.57
Cl  3.1217  -3.7046  -7.3375  0.48
Cl  1.6190  -5.6366  -8.9015  0.53
Cl  3.5533  -3.9017  -10.2034  0.54
H  3.9258  -5.5224  -8.5608  -0.04

Atoms 1-2, force components in eV/Å:
C 0.4 0.0 0.1
C 0.5 -0.1 0.2

---

Computed, not measured: the molecule CH2NO2P, with the ωB97M-V functional and the def2-TZVPD basis.

F_max in Eh/bohr: 0.0434
HOMO-LUMO gap in eV: 9.8351
SMILES: C1=NPOO1
HOMO in eV: -9.4399

Each line ends with the Löwdin charge.
Positions of all 7 atoms, in Å:
C  -0.0031  -0.1923  -1.0150  -0.38
N  1.0451  -0.0992  -0.3383  -0.14
O  -1.2122  0.0904  -0.5229  -0.07
O  -1.0622  0.6250  0.8116  -0.38
P  0.5767  0.6874  1.2311  0.92
H  0.0534  -0.6166  -2.0519  0.15
H  0.6023  -0.4948  1.8855  -0.10

Atoms 1-2, force components in eV/Å:
C 0.9 -1.0 -0.7
N 0.5 1.4 1.4

---

Computed, not measured: a cluster of 9 separate species, C36H72O21 in total, with the ωB97M-V functional and the def2-TZVPD basis.

F_max in Eh/bohr: 0.0754
HOMO-LUMO gap in eV: 9.5812
SMILES: CCOC(=O)OC.CCOC(=O)OC.CCOC(=O)OC.CCOC(=O)OC.CCOC(=O)OC.CCOC(=O)OC.C1CCOC1.C1CCOC1.C1CCOC1
HOMO in eV: -9.2047

Each line ends with the Löwdin charge.
Positions of all 129 atoms, in Å:
C  -4.7375  -2.7748  -2.5173  -0.05
C  -4.4250  -3.1728  -3.9423  -0.19
O  -4.4604  -4.6121  -4.0521  0.04
C  -3.9483  -5.1212  -5.1623  -0.65
O  -3.4196  -4.5037  -6.0182  0.14
O  -4.1128  -6.4397  -5.1561  0.01
C  -3.6127  -7.1752  -6.2907  -0.03
H  -4.1352  -1.8849  -2.2935  0.06
H  -4.3809  -3.4760  -1.7647  0.08
H  -5.7756  -2.4972  -2.3506  0.07
H  -3.4035  -2.8707  -4.1708  0.09
H  -5.1211  -2.7494  -4.6626  0.13
H  -3.6438  -6.5719  -7.1996  0.09
H  -4.3279  -7.9798  -6.4654  0.09
H  -2.6112  -7.5468  -6.1035  0.09
C  2.2336  -3.7245  -0.2654  -0.05
C  0.9306  -3.0803  -0.6876  -0.20
O  1.0746  -2.7289  -2.0686  0.07
C  -0.0018  -2.2928  -2.6317  -0.71
O  -1.0609  -2.1794  -2.1169  0.13
O  0.2820  -1.9944  -3.8409  0.03
C  -0.7591  -1.7345  -4.7369  -0.02
H  3.0077  -2.9647  -0.1452  0.08
H  2.5987  -4.3867  -1.0529  0.08
H  2.1122  -4.3359  0.6249  0.08
H  0.6805  -2.2087  -0.0855  0.10
H  0.0835  -3.7667  -0.6118  0.13
H  -1.3751  -0.9239  -4.3548  0.09
H  -1.3215  -2.6527  -4.8900  0.09
H  -0.3128  -1.4341  -5.6767  0.10
C  1.6712  1.1282  -3.9885  -0.06
C  1.0571  2.3626  -4.6134  -0.22
O  0.6098  3.1805  -3.5628  0.04
C  0.1683  4.3871  -3.8950  -0.62
O  0.4320  4.9975  -4.8811  0.14
O  -0.6036  4.8188  -2.9139  0.02
C  -1.2620  6.0641  -3.0824  -0.03
H  1.8770  0.3243  -4.6889  0.08
H  1.1058  0.7657  -3.1281  0.06
H  2.6507  1.4022  -3.5744  0.09
H  0.1833  2.0974  -5.2106  0.13
H  1.8188  2.8182  -5.2426  0.13
H  -0.9383  6.7850  -2.3264  0.10
H  -2.3185  5.8919  -2.8659  0.10
H  -1.0903  6.4873  -4.0671  0.09
C  9.0199  -0.7754  6.3635  -0.06
C  8.1148  -1.1434  5.2120  -0.23
O  6.8637  -0.5012  5.4216  0.05
C  5.9006  -0.8158  4.5682  -0.66
O  6.0533  -1.5816  3.6668  0.13
O  4.8281  -0.1483  4.8966  0.03
C  3.6961  -0.2303  4.0494  -0.04
H  8.6842  -1.2333  7.2933  0.08
H  8.9449  0.3058  6.4809  0.08
H  10.0363  -1.0928  6.1570  0.08
H  8.0069  -2.2216  5.0756  0.13
H  8.5761  -0.8011  4.2781  0.11
H  3.7608  -1.0046  3.2896  0.10
H  3.6601  0.7319  3.5334  0.08
H  2.8049  -0.3148  4.6565  0.08
C  -2.4618  -2.3822  1.2063  -0.06
C  -2.5855  -1.0935  1.9861  -0.20
O  -3.6262  -1.2713  2.9745  0.04
C  -3.7250  -0.4231  3.9956  -0.61
O  -2.9871  0.4868  4.2568  0.13
O  -4.7380  -0.8305  4.7519  0.00
C  -4.8968  -0.1885  6.0033  -0.04
H  -1.9019  -3.1538  1.7334  0.08
H  -2.0870  -2.1693  0.2036  0.05
H  -3.4516  -2.8169  1.0341  0.08
H  -2.9068  -0.3091  1.2853  0.12
H  -1.6497  -0.7443  2.4280  0.12
H  -5.5382  -0.8416  6.5853  0.09
H  -5.2703  0.8185  5.8643  0.10
H  -3.9492  -0.1708  6.5508  0.10
C  2.0998  0.5626  -0.3597  -0.04
C  0.9231  0.5776  0.6037  -0.20
O  -0.2890  0.7063  -0.1346  0.01
C  -0.7525  1.9381  -0.3749  -0.66
O  -0.3250  2.9118  0.0865  0.19
O  -1.7128  1.9337  -1.2591  0.04
C  -2.1115  0.7232  -1.8669  -0.04
H  2.2114  1.5189  -0.8692  0.09
H  1.9688  -0.2594  -1.0727  0.07
H  3.0595  0.3294  0.1065  0.06
H  1.1005  1.2975  1.4036  0.12
H  0.8703  -0.3995  1.0941  0.11
H  -2.4378  -0.0525  -1.1773  0.08
H  -1.3134  0.2781  -2.4590  0.07
H  -2.9100  1.0074  -2.5467  0.10
C  6.1898  1.4629  1.8895  -0.15
C  6.0254  1.5289  0.3706  -0.15
C  7.4722  1.4178  -0.1563  -0.21
O  8.2680  1.9407  0.8784  -0.14
C  7.7138  1.4980  2.1172  -0.18
H  5.7855  0.5249  2.2776  0.08
H  5.7084  2.2554  2.4624  0.11
H  5.6130  2.4686  0.0067  0.11
H  5.3764  0.7197  0.0317  0.09
H  7.6284  2.0532  -1.0277  0.12
H  7.7657  0.4088  -0.4733  0.12
H  8.0067  2.2232  2.8798  0.12
H  8.1809  0.5432  2.3975  0.11
C  -7.2999  0.4425  -2.5369  -0.16
C  -6.5481  0.5944  -3.8557  -0.17
C  -6.7795  2.0437  -4.2977  -0.19
O  -8.0215  2.4209  -3.6799  -0.16
C  -8.0846  1.7713  -2.4143  -0.20
H  -6.6337  0.3401  -1.6803  0.10
H  -7.9640  -0.4197  -2.5776  0.10
H  -6.8633  -0.1277  -4.6011  0.11
H  -5.4613  0.5255  -3.7086  0.10
H  -6.9011  2.1376  -5.3733  0.12
H  -6.0557  2.7724  -3.9199  0.12
H  -9.1312  1.6493  -2.1432  0.12
H  -7.6145  2.4255  -1.6636  0.12
C  1.2339  2.1578  4.9585  -0.20
C  0.7071  2.2813  6.3724  -0.16
C  -0.8090  2.5607  6.1200  -0.19
O  -0.8912  3.0565  4.7886  -0.14
C  0.4354  3.2197  4.2505  -0.18
H  1.0251  1.1390  4.5919  0.11
H  2.3281  2.1423  4.9046  0.10
H  1.1380  3.1680  6.8553  0.11
H  0.8302  1.4295  7.0373  0.11
H  -1.2549  3.2989  6.7842  0.11
H  -1.2847  1.5783  6.2195  0.10
H  0.7300  4.2560  4.5093  0.13
H  0.4612  3.2075  3.1603  0.11

Atoms 1-2, force components in eV/Å:
C 0.4 0.8 0.3
C 0.6 -0.4 0.3

---

Computed, not measured: the molecule C22H30N4O4, with the ωB97M-V functional and the def2-TZVPD basis.

F_max in Eh/bohr: 0.0245
HOMO-LUMO gap in eV: 8.0253
SMILES: CCCCOCCCn1c(N)c(C(=O)O[C@@H](C)COC)c2nc3ccccc3nc21
HOMO in eV: -7.7344

Each line ends with the Löwdin charge.
Positions of all 60 atoms, in Å:
C  7.0423  1.4874  0.1554  -0.11
H  6.4782  2.0939  0.8600  0.07
H  7.6765  2.1458  -0.4328  0.07
H  7.6793  0.8098  0.7192  0.07
C  6.0991  0.7060  -0.7505  -0.27
C  5.2003  -0.2307  0.0523  -0.19
C  4.2436  -1.0013  -0.8493  -0.23
O  3.4516  -1.8622  -0.0543  -0.19
C  2.4948  -2.5837  -0.8030  -0.22
C  1.7754  -3.5825  0.0989  -0.13
H  2.4942  -4.3148  0.4667  0.12
H  1.0199  -4.0978  -0.4948  0.12
C  1.1035  -2.9242  1.3095  -0.12
N  0.1576  -1.9071  0.9296  0.03
C  0.3962  -0.5656  0.8073  -0.23
N  1.5739  -0.0004  1.1004  0.22
H  2.4164  -0.5575  1.0277  0.08
H  1.5992  0.9910  0.8752  0.10
C  -0.7665  0.1075  0.4084  -0.01
C  -1.7816  -0.8847  0.2699  -0.14
N  -3.0415  -0.8278  -0.0817  0.19
C  -3.6929  -2.0140  -0.1041  -0.22
C  -5.0527  -2.0303  -0.4729  -0.03
C  -5.7472  -3.2076  -0.5078  -0.09
C  -5.1189  -4.4185  -0.1783  -0.09
C  -3.7994  -4.4412  0.1831  -0.03
C  -3.0578  -3.2480  0.2292  -0.21
N  -1.7462  -3.3005  0.5886  0.21
C  -1.1531  -2.1435  0.6026  -0.20
H  -3.2964  -5.3609  0.4405  0.11
H  -5.6871  -5.3366  -0.2123  0.10
H  -6.7899  -3.2140  -0.7906  0.10
H  -5.5150  -1.0879  -0.7221  0.11
C  -0.7781  1.5251  0.1479  -0.43
O  0.2151  2.2323  0.2662  0.07
O  -1.9649  1.9809  -0.2589  0.04
C  -2.0760  3.3703  -0.5623  -0.32
C  -3.2236  3.5259  -1.5478  -0.02
H  -3.3240  4.5701  -1.8288  0.08
H  -3.0243  2.9351  -2.4380  0.08
H  -4.1470  3.1689  -1.0989  0.09
C  -2.2969  4.1430  0.7535  -0.17
O  -2.4563  5.5297  0.5445  -0.18
C  -3.7587  6.0192  0.7479  -0.11
H  -3.7136  7.0885  0.5473  0.09
H  -4.0856  5.8617  1.7832  0.09
H  -4.4871  5.5563  0.0740  0.08
H  -3.1615  3.7156  1.2742  0.13
H  -1.4072  4.0052  1.3790  0.13
H  -1.1349  3.7167  -1.0096  0.15
H  1.8581  -2.4790  1.9607  0.13
H  0.5511  -3.6874  1.8631  0.13
H  2.9939  -3.1236  -1.6209  0.13
H  1.7734  -1.8851  -1.2566  0.13
H  3.5956  -0.3044  -1.4038  0.13
H  4.8074  -1.5939  -1.5852  0.13
H  5.8080  -0.9463  0.6087  0.12
H  4.6228  0.3499  0.7745  0.11
H  6.6812  0.1235  -1.4680  0.11
H  5.4775  1.4035  -1.3160  0.11

Atoms 1-2, force components in eV/Å:
C -0.1 -0.1 -0.2
H 0.0 0.1 0.1

---

Computed, not measured: the molecule C8H4N4, with the ωB97M-V functional and the def2-TZVPD basis.

F_max in Eh/bohr: 0.0703
HOMO-LUMO gap (spin up / spin down) in eV: 7.1200 / 7.1193
HOMO (spin up / spin down) in eV: -8.6667 / -8.6665

Each line ends with the Löwdin charge.
Positions of all 16 atoms, in Å:
C  1.6686  3.0228  4.6120  -0.22
C  0.0541  4.8584  4.1937  -0.17
C  -1.2255  2.1843  -0.2885  -0.20
C  -0.1431  2.3403  1.8371  0.13
C  0.2684  0.4031  0.4371  -0.09
C  0.6946  3.5866  3.7984  -0.29
C  -0.3470  1.5739  0.6116  -0.22
C  -0.0510  -0.5355  -0.6513  -0.07
N  2.5596  2.5395  5.2023  0.14
N  -0.5682  5.8063  4.3638  0.14
N  -1.7928  2.7750  -1.0770  0.21
N  0.3778  2.9710  2.6678  0.18
H  1.1140  0.0751  1.0549  0.14
H  0.8661  -0.9507  -0.9609  0.06
H  -0.5293  0.2263  -1.4325  0.12
H  -0.8063  -1.3902  -0.3461  0.14

Atoms 1-2, force components in eV/Å:
C 2.7 -1.4 1.3
C 0.6 -2.2 -1.5

---

Computed, not measured: a structure of composition C2H5BrS2, with the ωB97M-V functional and the def2-TZVPD basis.

F_max in Eh/bohr: 0.0448
HOMO-LUMO gap in eV: 7.7823
HOMO in eV: -8.8507

Each line ends with the Löwdin charge.
Positions of all 10 atoms, in Å:
C  -0.2932  0.4941  -0.5873  -0.26
C  0.3854  -0.6362  0.1752  -1.29
S  0.4451  -0.5023  1.8837  0.72
S  0.0908  -2.2789  -0.5527  0.69
Br  2.8092  0.0397  -0.3410  0.03
H  0.2378  0.4928  -1.4841  0.01
H  -1.4155  0.2902  -0.8572  0.12
H  -0.2176  1.5234  -0.1390  0.09
H  0.3238  0.8833  1.7206  -0.05
H  0.6895  -3.0733  0.4928  -0.05

Atoms 1-2, force components in eV/Å:
C -2.0 -0.1 0.3
C 0.4 -0.4 -0.6

---

Record order is preserved below.
Energy relative to the best compared isomer or geometry (same formula, charge and spin): 100.7, 45.9, 0.0, 80.2, 43.1, 52.6, 32.7, 14.3 kcal per mole